{"formula": "C16H36N3O10P2", "method": "ωB97M-V/def2-TZVPD", "total_charge": 1, "largest_force_ev_per_a": 8.9, "total_energy_ev": -60687.071, "homo_ha": -0.414, "lumo_energy_ev": -3.746, "symbols": ["O", "N", "O", "C", "N", "C", "C", "N", "C", "H", "H", "H", "H", "H", "H", "O", "P", "O", "C", "C", "O", "C", "C", "O", "C", "C", "H", "H", "H", "H", "H", "H", "H", "H", "H", "H", "H", "H", "H", "H", "H", "O", "P", "O", "C", "C", "O", "C", "C", "O", "C", "C", "H", "H", "H", "H", "H", "H", "H", "H", "H", "H", "H", "H", "H", "H", "H"], "coordinates": [[-7.09649, -2.82206, -5.31804], [-7.88437, -3.20823, -4.54583], [-8.02817, -4.59511, -4.61216], [-7.71181, -5.16448, -3.31694], [-6.36057, -4.62897, -2.95876], [-5.22043, -4.95847, -3.71209], [-4.21488, -4.18663, -2.98170], [-4.84699, -3.49620, -1.94184], [-6.19340, -3.77206, -1.91620], [-8.48533, -4.81795, -2.57270], [-7.67169, -6.27534, -3.40132], [-5.11052, -5.60118, -4.60732], [-3.12723, -4.11073, -3.21150], [-4.37874, -2.85898, -1.28941], [-7.00534, -3.40360, -1.25536], [-0.78689, -2.30800, -2.01659], [0.45084, -1.43789, -1.86189], [1.56221, -2.64945, -1.94807], [1.79419, -3.27388, -3.20681], [2.38151, -2.31412, -4.22298], [0.29624, -1.26407, -0.22004], [-1.00563, -1.19641, 0.36064], [-1.38259, -2.53862, 0.96691], [1.66673, -0.27912, -1.83750], [2.64922, -0.17457, -0.79313], [3.74411, -1.22416, -0.80945], [0.85962, -3.70888, -3.57932], [2.49130, -4.09539, -3.03076], [1.68023, -1.50655, -4.45700], [2.62190, -2.83705, -5.15259], [3.29328, -1.84933, -3.84786], [-1.74379, -0.87330, -0.37734], [-0.98609, -0.43282, 1.14081], [-1.12739, -3.37237, 0.31054], [-2.45251, -2.58159, 1.18962], [-0.83115, -2.69800, 1.89561], [2.18587, -0.12027, 0.18976], [3.12644, 0.79670, -0.94722], [3.38677, -2.18780, -0.44547], [4.56056, -0.92483, -0.14825], [4.14682, -1.36901, -1.81237], [3.30012, 4.05077, 1.18798], [2.69374, 4.77439, 2.37621], [3.25893, 3.75780, 3.54427], [4.64818, 3.78571, 3.85550], [5.07774, 5.11633, 4.44221], [1.16289, 4.18211, 2.13716], [0.70070, 3.95808, 0.80412], [0.79435, 2.48262, 0.45783], [2.07027, 5.81594, 3.54424], [1.03984, 5.44926, 4.47019], [1.46605, 4.53917, 5.60714], [5.23068, 3.55195, 2.95744], [4.82804, 2.98894, 4.58024], [4.95617, 5.92685, 3.71682], [6.12826, 5.08313, 4.74354], [4.48026, 5.37521, 5.31674], [1.25948, 4.56730, 0.09120], [-0.34031, 4.28485, 0.74925], [1.73676, 2.04263, 0.78313], [0.68767, 2.32547, -0.61796], [0.00306, 1.92710, 0.96898], [0.16869, 5.04155, 3.95968], [0.70801, 6.39274, 4.91213], [1.60123, 3.51032, 5.27292], [0.69398, 4.51694, 6.38026], [2.39940, 4.87363, 6.06068]], "atomic_forces_ev_per_a": [[-0.836, -0.410, 0.184], [0.538, 1.830, 0.149], [0.664, -2.411, 0.352], [-0.654, 1.074, -0.363], [-1.672, -1.086, 0.014], [2.269, 3.319, 3.849], [-1.485, -1.335, -1.672], [-0.834, -0.578, -0.446], [2.115, -0.929, -1.867], [1.030, -0.443, -0.504], [-0.147, 1.034, -0.131], [-0.543, 0.577, 0.946], [-1.136, 0.139, 0.538], [-0.119, -0.419, -0.433], [1.006, -0.292, -0.586], [-0.658, 2.738, -3.269], [3.743, -3.850, 7.079], [-0.327, 0.371, -0.676], [0.121, -0.243, -0.270], [0.040, 0.048, -0.099], [-0.420, 0.756, -0.537], [-0.105, -0.368, 0.140], [0.076, -0.120, 0.156], [-2.696, 0.257, -2.876], [0.976, 0.413, 0.850], [-0.272, -0.538, -0.029], [0.044, 0.024, 0.044], [-0.067, 0.073, 0.161], [-0.005, -0.013, -0.060], [-0.091, 0.031, 0.077], [-0.048, -0.049, 0.005], [0.078, -0.080, 0.008], [0.185, 0.010, -0.052], [-0.068, 0.168, -0.157], [0.025, 0.033, 0.099], [-0.097, 0.012, -0.005], [-0.223, -0.166, -0.203], [-0.300, 0.020, -0.337], [0.007, 0.043, -0.083], [-0.106, 0.253, -0.056], [0.036, 0.079, 0.048], [1.580, 4.001, -0.361], [-4.452, -6.626, 3.124], [0.348, 0.616, -0.157], [0.361, -0.099, 0.068], [0.054, 0.093, 0.057], [0.047, 0.922, -0.238], [0.103, -0.375, -0.158], [-0.206, -0.179, 0.042], [2.412, 1.457, -2.370], [-0.872, 0.078, 0.723], [0.217, -0.461, -0.194], [-0.061, 0.013, 0.042], [-0.170, -0.010, -0.069], [0.067, 0.007, -0.005], [-0.075, -0.010, -0.101], [0.020, -0.045, -0.039], [0.041, -0.135, 0.077], [0.018, 0.043, 0.205], [0.072, 0.280, -0.084], [-0.012, -0.023, 0.024], [-0.014, 0.022, -0.047], [0.243, -0.059, -0.201], [0.293, 0.146, -0.234], [0.070, 0.085, -0.005], [-0.054, 0.241, -0.099], [-0.073, 0.044, 0.014]]}